Version 1
This record from the OMol25 dataset describes the molecule C2H4N4S. The level of theory is wB97M-V/def2-TZVPD.

SMILES string = Nc1n[nH][nH]c1=S
frontier orbital gap = 8.55 eV
HOMO level = -8.3404 eV
2S+1 = 1
E_LUMO = 0.214 eV
net charge = 0

Last column: natural (NBO) charge in e.
Atoms and positions in Å:
N (0.085, 2.081, 0.123)  -0.78
C (-0.478, 0.814, 0.010)  0.30
N (-1.759, 0.540, -0.049)  -0.27
N (-1.840, -0.862, -0.174)  -0.25
N (-0.553, -1.398, 0.095)  -0.40
C (0.329, -0.393, 0.014)  0.00
S (1.975, -0.402, -0.031)  -0.20
H (-0.415, 2.848, -0.220)  0.39
H (1.032, 2.087, -0.125)  0.40
H (-2.495, -1.142, 0.589)  0.37
H (-0.364, -2.420, 0.157)  0.44

---

Version 2
This record from the OMol25 dataset describes the molecule C2H4N4S. The level of theory is wB97M-V/def2-TZVPD.

SMILES string = NN/C=N\N=C=S
frontier orbital gap = 8.86 eV
HOMO level = -8.2922 eV
2S+1 = 1
E_LUMO = 0.570 eV
net charge = 0

Last column: natural (NBO) charge in e.
Atoms and positions in Å:
N (0.069, -0.843, 0.365)  -0.64
N (-0.179, 0.366, -0.283)  -0.45
C (0.068, 1.536, 0.341)  0.28
N (0.053, 2.710, -0.163)  -0.33
N (-0.215, 2.847, -1.453)  -0.33
C (-0.315, 3.630, -2.352)  0.22
S (-0.532, 4.282, -3.756)  -0.04
H (0.900, -1.299, -0.011)  0.35
H (-0.723, -1.472, 0.282)  0.36
H (-0.440, 0.384, -1.263)  0.39
H (0.321, 1.453, 1.389)  0.20

---

It is version 1 that is the most stable of them.

---

Version 1
This record from the OMol25 dataset describes a 2-piece molecular cluster, C2H4N4S overall. The level of theory is wB97M-V/def2-TZVPD.

frontier orbital gap (alpha / beta) = 9.31 / 7.26 eV
HOMO level (alpha / beta) = -8.8168 / -7.8756 eV
2S+1 = 1
E_LUMO (alpha / beta) = 0.498 / -0.613 eV
net charge = 0

Last column: natural (NBO) charge in e.
Atoms and positions in Å:
C (3.300, 0.864, 0.262)  -0.12
C (1.176, 0.595, 0.013)  0.41
N (2.133, 1.446, 0.250)  -0.53
N (1.446, -0.679, -0.111)  -0.69
N (-1.833, -0.689, 0.373)  -0.54
N (-1.338, 0.505, 0.338)  -0.36
S (3.160, -0.853, -0.072)  0.51
H (4.315, 1.194, 0.531)  0.22
H (-1.398, -1.269, 1.118)  0.38
H (-1.982, -0.973, -0.634)  0.39
H (-1.106, 0.812, 1.325)  0.32

---

Version 2
This record from the OMol25 dataset describes the molecule C2H4N4S. The level of theory is wB97M-V/def2-TZVPD.

SMILES string = [H]/N=c1/[nH]cnn1S
frontier orbital gap = 9.05 eV
HOMO level = -8.3627 eV
2S+1 = 1
E_LUMO = 0.687 eV
net charge = 0

Last column: natural (NBO) charge in e.
Atoms and positions in Å:
H (-0.333, -0.388, -2.519)  0.35
N (0.422, -0.649, -1.801)  -0.78
C (0.110, -0.330, -0.562)  0.53
N (1.052, -0.852, 0.316)  -0.62
C (0.752, -0.161, 1.530)  0.19
N (-0.184, 0.702, 1.456)  -0.26
N (-0.672, 0.533, 0.191)  -0.44
S (-1.848, 1.618, -0.247)  0.25
H (2.088, -1.030, -0.175)  0.46
H (1.503, -0.285, 2.345)  0.21
H (-2.889, 0.840, -0.534)  0.10

---

It is version 2 that is the most stable of them.

---

Version 1
This record from the OMol25 dataset describes the molecule C3H3NO3. The level of theory is wB97M-V/def2-TZVPD.

SMILES string = O=c1ccon1O
frontier orbital gap = 10.02 eV
HOMO level = -9.4608 eV
2S+1 = 1
E_LUMO = 0.562 eV
net charge = 0

Last column: natural (NBO) charge in e.
Atoms and positions in Å:
O (-1.404, 1.659, 0.080)  -0.60
C (-0.532, 0.837, -0.061)  0.56
C (0.916, 0.930, -0.199)  -0.40
C (1.401, -0.322, -0.231)  0.17
O (0.440, -1.255, -0.148)  -0.29
N (-0.756, -0.530, -0.129)  0.10
O (-1.867, -1.236, 0.139)  -0.48
H (1.460, 1.850, -0.232)  0.25
H (2.403, -0.699, -0.315)  0.22
H (-2.059, -1.233, 1.096)  0.48

---

Version 2
This record from the OMol25 dataset describes the molecule C3H3NO3. The level of theory is wB97M-V/def2-TZVPD.

SMILES string = O=c1cc(O)[nH]o1
frontier orbital gap = 9.82 eV
HOMO level = -9.5916 eV
2S+1 = 1
E_LUMO = 0.230 eV
net charge = 0

Last column: natural (NBO) charge in e.
Atoms and positions in Å:
O (-1.173, 2.150, -1.256)  -0.56
C (-0.677, 1.183, -0.753)  0.73
C (0.229, 0.988, 0.364)  -0.49
C (0.439, -0.335, 0.455)  0.50
O (1.155, -1.022, 1.345)  -0.64
N (-0.199, -1.037, -0.574)  -0.32
O (-0.948, -0.089, -1.283)  -0.35
H (0.653, 1.776, 0.964)  0.25
H (1.386, -1.886, 0.970)  0.49
H (-0.864, -1.728, -0.232)  0.38

---

Version 3
This record from the OMol25 dataset describes the molecule C3H3NO3. The level of theory is wB97M-V/def2-TZVPD.

SMILES string = [H]/N=C(/C=O)OC=O
frontier orbital gap = 10.22 eV
HOMO level = -10.0416 eV
2S+1 = 1
E_LUMO = 0.177 eV
net charge = 0

Last column: natural (NBO) charge in e.
Atoms and positions in Å:
H (0.333, 1.690, -0.872)  0.38
N (-0.568, 1.329, -0.592)  -0.64
C (-0.480, 0.210, -0.044)  0.49
C (-1.723, -0.434, 0.500)  0.33
O (-2.012, -1.059, -0.495)  -0.46
O (0.542, -0.752, -0.131)  -0.51
C (1.804, -0.311, 0.054)  0.65
O (2.123, 0.836, 0.195)  -0.56
H (-2.503, -0.336, 1.305)  0.18
H (2.485, -1.172, 0.080)  0.14

---

Version 4
This record from the OMol25 dataset describes the molecule C3H3NO3. The level of theory is wB97M-V/def2-TZVPD.

SMILES string = O=CC1=NOCO1
frontier orbital gap = 9.32 eV
HOMO level = -9.7735 eV
2S+1 = 1
E_LUMO = -0.454 eV
net charge = 0

Last column: natural (NBO) charge in e.
Atoms and positions in Å:
O (2.614, -0.486, 0.128)  -0.47
C (1.823, 0.500, -0.016)  0.37
C (0.256, 0.196, -0.211)  0.36
N (-0.520, 1.132, -0.135)  -0.14
O (-1.794, 0.661, 0.145)  -0.35
C (-1.692, -0.717, 0.125)  0.21
O (-0.328, -1.089, -0.174)  -0.47
H (1.944, 1.606, 0.363)  0.18
H (-2.548, -1.013, -0.618)  0.16
H (-2.012, -1.074, 1.019)  0.16

---

It is version 2 that is the most stable of them.

---

Version 1
This record from the OMol25 dataset describes C36H30BGeInN6O6S4 as an isolated structure. The level of theory is wB97M-V/def2-TZVPD.

frontier orbital gap = 6.28 eV
HOMO level = -7.4307 eV
2S+1 = 1
E_LUMO = -1.148 eV
net charge = 0

Last column: Löwdin charge in e.
Atoms and positions in Å:
In (-8.389, -17.635, 8.309)  0.81
O (-12.711, -16.280, 9.571)  0.10
C (-11.733, -17.210, 9.582)  -0.43
O (-11.683, -18.119, 8.756)  0.05
C (-10.619, -16.953, 10.591)  -0.15
C (-10.814, -16.388, 11.831)  0.06
C (-9.874, -16.789, 12.809)  -0.02
C (-8.946, -17.740, 12.534)  0.02
C (-8.687, -18.001, 11.166)  -0.15
N (-9.427, -17.435, 10.247)  0.09
C (-7.551, -18.962, 10.724)  -0.49
O (-6.723, -19.396, 11.546)  0.06
O (-7.557, -19.289, 9.420)  -0.13
H (-12.983, -16.294, 8.611)  0.10
H (-11.698, -15.812, 12.122)  0.14
H (-9.870, -16.455, 13.815)  0.11
H (-8.276, -18.249, 13.227)  0.13
S (-6.969, -18.372, 6.212)  0.66
C (-5.921, -17.396, 7.137)  -1.03
N (-6.438, -16.737, 8.194)  -0.12
C (-5.581, -15.957, 8.951)  -0.28
C (-5.844, -14.955, 9.844)  -0.03
C (-4.827, -14.087, 10.293)  -0.06
C (-3.535, -14.302, 9.825)  -0.09
C (-3.217, -15.267, 8.841)  -0.09
C (-4.247, -16.092, 8.395)  -0.47
S (-4.146, -17.169, 7.046)  1.05
H (-6.870, -14.917, 10.195)  0.11
H (-5.033, -13.395, 11.091)  0.10
H (-2.697, -13.741, 10.225)  0.10
H (-2.209, -15.390, 8.486)  0.10
N (-10.101, -15.893, 0.692)  0.08
C (-10.331, -15.901, 2.067)  -0.28
C (-9.256, -15.840, 3.014)  -0.02
C (-9.490, -15.966, 4.355)  -0.10
C (-10.798, -16.116, 4.806)  -0.43
C (-11.860, -15.984, 3.980)  -0.10
C (-11.682, -15.929, 2.568)  0.00
S (-11.271, -16.784, 6.434)  0.99
O (-12.359, -15.890, 6.935)  -0.52
O (-11.926, -19.934, 5.842)  -0.11
N (-9.792, -16.278, 7.250)  -0.29
C (-9.492, -14.996, 7.264)  -0.73
S (-10.601, -13.706, 6.585)  1.03
C (-9.248, -12.591, 6.649)  -0.40
C (-8.181, -13.190, 7.217)  -0.27
N (-8.341, -14.504, 7.565)  0.02
H (-9.193, -15.599, 0.335)  0.09
H (-10.824, -15.546, 0.071)  0.09
H (-8.235, -15.800, 2.678)  0.11
H (-8.620, -15.921, 5.016)  0.10
H (-12.867, -15.987, 4.400)  0.11
H (-12.549, -15.943, 1.925)  0.10
H (-9.279, -11.584, 6.211)  0.07
H (-7.274, -12.646, 7.417)  0.10
B (-12.452, -21.144, 6.477)  -0.60
C (-11.372, -22.238, 6.843)  0.08
N (-10.624, -23.144, 7.171)  0.04
H (-13.087, -20.717, 7.485)  0.09
H (-11.662, -20.053, 4.921)  0.06
H (-13.358, -21.754, 5.857)  0.08
Ge (-9.399, -23.670, 8.438)  0.94
C (-9.566, -22.745, 10.146)  -0.32
C (-8.437, -22.787, 10.945)  -0.16
C (-8.418, -22.246, 12.180)  -0.09
C (-9.548, -21.608, 12.709)  -0.07
C (-10.666, -21.515, 11.894)  -0.07
C (-10.674, -22.010, 10.557)  -0.08
C (-7.705, -23.209, 7.625)  -0.31
C (-6.786, -22.161, 8.009)  -0.07
C (-5.662, -21.905, 7.224)  -0.09
C (-5.387, -22.629, 6.066)  -0.09
C (-6.272, -23.641, 5.680)  -0.08
C (-7.445, -23.937, 6.459)  -0.13
H (-9.495, -25.192, 8.540)  0.00
H (-7.535, -23.287, 10.575)  0.11
H (-7.482, -22.400, 12.710)  0.12
H (-9.556, -21.254, 13.685)  0.08
H (-11.566, -21.090, 12.325)  0.10
H (-11.522, -21.827, 9.846)  0.11
H (-6.985, -21.639, 8.934)  0.07
H (-4.990, -21.131, 7.594)  0.11
H (-4.514, -22.445, 5.430)  0.11
H (-6.178, -24.155, 4.709)  0.10
H (-8.111, -24.795, 6.255)  0.09

---

Version 2
This record from the OMol25 dataset describes C36H30BGeInN6O6S4 as an isolated structure. The level of theory is wB97M-V/def2-TZVPD.

frontier orbital gap = 5.08 eV
HOMO level = -7.2385 eV
2S+1 = 1
E_LUMO = -2.155 eV
net charge = 0

Last column: Löwdin charge in e.
Atoms and positions in Å:
In (0.316, -0.924, -1.027)  0.80
O (0.105, -4.681, -3.063)  0.16
C (0.008, -3.511, -2.405)  -0.35
O (0.998, -2.779, -2.132)  0.03
C (-1.365, -3.084, -2.127)  -0.16
C (-2.390, -3.971, -2.315)  0.04
C (-3.648, -3.590, -1.889)  -0.03
C (-3.901, -2.354, -1.349)  0.05
C (-2.790, -1.571, -1.004)  -0.12
N (-1.557, -1.944, -1.408)  0.09
C (-3.021, -0.221, -0.395)  -0.52
O (-3.859, 0.545, -0.801)  0.11
O (-2.314, -0.048, 0.766)  -0.16
H (1.044, -4.822, -3.335)  0.17
H (-2.269, -4.915, -2.853)  0.14
H (-4.500, -4.287, -1.938)  0.14
H (-4.895, -2.044, -1.034)  0.14
S (1.057, -1.717, 1.410)  0.65
C (-0.085, -2.991, 1.735)  -1.01
N (-1.187, -3.350, 1.156)  0.04
C (-1.795, -4.387, 1.846)  -0.31
C (-3.049, -4.922, 1.527)  -0.03
C (-3.629, -5.769, 2.443)  -0.11
C (-2.962, -6.145, 3.615)  -0.11
C (-1.636, -5.761, 3.877)  -0.08
C (-1.039, -4.850, 2.963)  -0.54
S (0.389, -3.993, 3.191)  1.01
H (-3.524, -4.575, 0.601)  0.09
H (-4.651, -6.151, 2.358)  0.10
H (-3.446, -6.917, 4.222)  0.10
H (-1.140, -5.989, 4.841)  0.11
N (5.028, 5.707, -2.483)  0.08
C (4.639, 4.510, -1.928)  -0.31
C (3.450, 3.885, -2.322)  -0.02
C (3.038, 2.727, -1.678)  -0.06
C (3.929, 2.045, -0.834)  -0.33
C (5.103, 2.700, -0.406)  -0.07
C (5.531, 3.827, -1.018)  -0.03
S (3.453, 0.488, -0.189)  0.57
O (4.584, -0.351, 0.038)  -0.32
O (2.509, 0.734, 0.902)  -0.41
N (2.455, -0.180, -1.407)  -0.21
C (3.026, -0.438, -2.607)  -0.68
S (4.817, -0.442, -2.819)  1.07
C (4.508, -0.779, -4.419)  -0.47
C (3.150, -1.061, -4.677)  -0.23
N (2.342, -0.910, -3.613)  0.02
H (4.243, 6.224, -2.937)  0.12
H (5.535, 6.326, -1.847)  0.10
H (2.863, 4.235, -3.132)  0.11
H (1.966, 2.412, -1.684)  0.12
H (5.620, 2.308, 0.504)  0.14
H (6.555, 4.192, -0.920)  0.11
H (5.280, -0.702, -5.156)  0.05
H (2.740, -1.434, -5.594)  0.09
B (-0.089, 2.572, -4.324)  -0.44
C (-0.309, 1.597, -3.175)  -0.19
N (-0.445, 0.776, -2.346)  0.10
H (-0.390, 3.707, -4.137)  0.00
H (0.926, 2.460, -4.909)  0.00
H (-0.844, 2.171, -5.236)  0.03
Ge (-2.951, 1.323, 1.853)  1.02
C (-2.529, 0.971, 3.701)  -0.31
C (-2.454, -0.359, 4.231)  -0.10
C (-1.692, -0.594, 5.369)  -0.10
C (-1.040, 0.462, 6.022)  -0.09
C (-1.275, 1.777, 5.612)  -0.08
C (-2.031, 2.049, 4.434)  -0.11
C (-1.790, 2.835, 1.372)  -0.31
C (-0.376, 2.672, 1.526)  -0.08
C (0.534, 3.457, 0.818)  -0.08
C (0.028, 4.475, 0.017)  -0.08
C (-1.342, 4.762, 0.019)  -0.05
C (-2.288, 3.903, 0.700)  -0.10
H (-4.471, 1.502, 1.706)  0.02
H (-3.092, -1.147, 3.815)  0.10
H (-1.538, -1.608, 5.813)  0.11
H (-0.273, 0.281, 6.822)  0.12
H (-0.955, 2.613, 6.235)  0.10
H (-2.268, 3.090, 4.230)  0.10
H (0.091, 1.805, 2.075)  0.12
H (1.592, 3.259, 0.939)  0.10
H (0.649, 5.069, -0.604)  0.09
H (-1.695, 5.626, -0.515)  0.09
H (-3.314, 4.186, 0.686)  0.09

---

It is version 1 that is the most stable of them.